Density functional theory data (ωB97M-V with the def2-TZVPD basis set) for a 7-piece molecular cluster, C42H105N7O14 overall.

The geometry in XYZ format:
```
168
Properties=species:S:1:pos:R:3:forces:R:3:mulliken_charge:R:1
C 7.962710 0.740039 -3.003637 0.3 2.0 1.1 -0.7812
O 7.307860 -0.375301 -3.420957 -0.3 -1.9 -0.7 -0.2471
C 5.941590 -0.554891 -3.073557 0.4 -0.3 -0.2 -0.3872
C 5.486120 -1.992811 -3.262297 -1.9 -0.1 -1.0 -0.9899
N 5.296730 -2.487861 -4.650687 0.6 -0.7 1.7 -0.2723
C 6.579530 -2.872771 -5.176947 0.9 -0.6 -1.7 -0.5536
C 7.156020 -4.230341 -4.628447 -0.6 1.8 1.3 -0.5602
O 8.153200 -4.832251 -5.406707 0.9 0.8 -1.0 -0.3838
C 9.264030 -3.968451 -5.872247 -1.3 -0.7 0.7 -0.6692
H 9.045970 0.675339 -2.901407 0.1 -1.1 0.0 0.2476
H 7.588350 1.020799 -2.019197 0.0 0.4 0.2 0.3154
H 7.894100 1.600519 -3.669187 -0.7 0.2 -0.3 0.2957
H 5.302050 0.080879 -3.685827 -0.1 0.2 -0.3 0.2664
H 5.701270 -0.300131 -2.041357 0.5 0.3 0.4 0.4165
H 4.474640 -2.001071 -2.856157 -0.2 0.2 0.3 0.4103
H 5.970100 -2.767781 -2.667917 0.6 0.4 -0.1 0.3260
H 4.642260 -1.959371 -5.209687 0.5 0.1 -0.1 0.2785
H 7.264380 -2.029261 -5.089887 0.5 -0.2 0.5 0.3088
H 6.622300 -3.042361 -6.252827 -0.9 0.0 -0.4 0.4685
H 6.342430 -4.912861 -4.382797 -0.1 -0.4 -1.0 0.3832
H 7.474830 -4.019931 -3.607577 0.9 0.1 0.3 0.3000
H 9.806320 -4.545711 -6.621117 0.0 -0.1 0.3 0.2358
H 9.898170 -3.685831 -5.031957 0.1 -0.2 0.1 0.2957
H 8.936200 -3.036751 -6.333297 -0.3 -0.1 -0.1 0.2965
C -5.326130 -7.228471 -6.589877 0.4 -0.8 -0.5 -0.7852
O -4.791350 -5.947151 -6.726557 1.4 0.5 -1.3 -0.3033
C -3.945330 -5.754831 -7.953887 -0.5 1.2 2.5 -0.6947
C -2.947690 -4.583181 -7.611027 -0.9 0.7 -1.2 -0.2732
N -3.435830 -3.272581 -8.119037 1.3 -0.1 -1.3 -0.4292
C -2.406190 -2.194811 -8.028077 0.2 0.5 0.1 -0.6953
C -1.175600 -2.244001 -9.043017 -0.6 -2.5 2.5 -0.5926
O -0.024030 -2.950301 -8.386427 -2.6 1.0 0.4 -0.3283
C 0.768170 -3.772101 -9.158007 1.3 0.3 -1.1 -0.7832
H -6.204910 -7.338891 -7.225217 -0.4 -0.2 0.4 0.2825
H -5.450650 -7.520261 -5.547067 -0.7 0.7 0.1 0.2935
H -4.632150 -8.014211 -6.888377 0.4 0.0 -0.6 0.3192
H -4.559020 -5.415211 -8.788237 -0.2 -0.1 0.0 0.3326
H -3.481130 -6.704761 -8.218937 0.3 0.1 0.2 0.4194
H -2.037820 -4.759531 -8.184727 0.3 -0.1 0.4 0.1414
H -2.737250 -4.369441 -6.563107 0.2 -1.2 0.3 0.3837
H -4.355510 -3.033291 -7.776937 0.3 0.3 0.3 0.2635
H -2.024020 -2.089481 -7.012717 0.3 -0.1 0.3 0.3309
H -2.849620 -1.227301 -8.263457 -0.5 -0.1 0.1 0.4453
H -0.875630 -1.242191 -9.350407 0.0 -0.3 -0.3 0.4305
H -1.686850 -2.910801 -9.737347 0.9 0.2 -1.2 0.3405
H 0.285370 -4.427831 -9.882587 -0.6 0.0 0.1 0.3259
H 1.424530 -4.394191 -8.549487 -0.3 0.0 0.4 0.2497
H 1.453010 -3.129951 -9.711857 0.3 -0.1 -0.5 0.3260
C 2.126230 6.406839 4.362573 0.8 -1.1 -1.1 -0.7235
O 2.877120 7.445479 3.712553 -0.2 -0.9 3.8 -0.3710
C 2.674980 7.636049 2.399603 -0.3 1.6 -2.2 -0.6342
C 1.295340 8.285799 2.115523 1.2 0.1 0.7 -0.2714
N 1.202460 8.891309 0.800683 0.5 -1.8 1.4 -0.3414
C 0.856170 7.908969 -0.221977 -1.0 1.5 -1.3 -0.5656
C -0.649330 7.819649 -0.458757 -0.5 -0.2 0.9 -0.6408
O -1.266670 7.007049 0.596863 1.4 0.8 -1.9 -0.2175
C -2.673170 7.099599 0.563383 1.0 0.2 2.0 -0.8434
H 2.626760 6.045339 5.260843 0.1 0.8 0.2 0.3042
H 2.181140 5.521979 3.728463 -0.1 -0.3 -0.4 0.2871
H 1.057910 6.526839 4.542573 0.0 0.9 0.1 0.2889
H 2.941260 6.765089 1.800753 -0.6 -0.6 -0.2 0.3207
H 3.440010 8.345739 2.084703 0.0 0.3 0.0 0.3365
H 1.174390 9.177619 2.730443 0.4 -0.4 0.9 0.3760
H 0.542120 7.561119 2.424733 -0.5 0.0 -0.5 0.1291
H 0.587470 9.669579 0.990923 -0.5 -0.1 -1.4 0.2563
H 1.240070 6.894489 -0.114487 0.3 0.3 0.7 0.2302
H 1.361710 8.354159 -1.078907 -0.4 -0.6 -0.8 0.3755
H -0.965320 7.504299 -1.453137 0.3 -0.9 -0.2 0.4499
H -1.059460 8.829529 -0.453027 -0.1 0.4 0.5 0.3679
H -2.929140 8.016239 1.094753 -0.5 0.8 -0.9 0.3366
H -2.926830 6.426049 1.381973 -0.8 -0.9 -0.8 0.2474
H -3.064240 6.964959 -0.445097 -0.5 -0.1 0.3 0.3039
C 5.012380 3.566669 -10.271817 1.1 0.1 -0.7 -0.7157
O 5.082500 3.593959 -11.700827 -0.7 0.5 -0.3 -0.3164
C 6.145190 4.345559 -12.291297 0.3 -0.9 -1.1 -0.5546
C 5.967450 4.435189 -13.848077 -0.9 -0.5 0.3 -0.5642
N 5.541330 3.172659 -14.478097 0.1 0.7 0.1 -0.4062
C 4.705080 3.324319 -15.686187 0.0 0.0 -0.3 -0.5075
C 5.384030 3.959359 -16.902337 3.6 0.0 0.5 -0.6462
O 4.708500 4.361159 -18.048977 -0.4 1.2 1.2 -0.3954
C 3.791870 3.415289 -18.427487 0.1 -0.7 -2.1 -0.7621
H 4.630640 4.479329 -9.814187 -0.1 0.2 -0.3 0.2619
H 6.041080 3.432229 -9.937437 0.0 -0.1 0.5 0.3130
H 4.407720 2.722299 -9.940877 0.0 0.0 -0.3 0.2332
H 7.075620 3.805039 -12.117357 0.3 0.0 0.3 0.3654
H 6.246990 5.370389 -11.934287 -0.2 0.0 0.3 0.3556
H 6.888420 4.711609 -14.361417 0.1 0.5 0.5 0.3042
H 5.188200 5.177149 -14.022337 0.0 0.5 -0.1 0.3483
H 4.993650 2.709209 -13.767197 -0.2 -0.4 -0.2 0.2810
H 3.792500 3.912829 -15.591647 -0.5 -0.1 0.8 0.3269
H 4.505230 2.280499 -15.928277 -0.6 0.2 -0.3 0.3756
H 6.206600 3.293229 -17.162627 -0.1 -1.1 -0.6 0.4114
H 6.076600 4.778019 -16.706777 -0.7 0.8 0.9 0.3957
H 3.515910 3.649999 -19.455517 -0.7 0.4 0.1 0.2942
H 2.920380 3.348989 -17.776167 0.1 -0.4 0.0 0.2590
H 4.378550 2.519649 -18.631807 -0.5 -1.0 0.7 0.3429
C -9.513490 -6.406881 10.243913 -1.0 -0.1 -0.7 -0.8236
O -8.733140 -5.210461 10.056273 0.1 -2.4 0.8 -0.3239
C -7.300900 -5.459591 10.210333 -0.5 1.1 -2.0 -0.4519
C -6.727860 -6.315931 9.035773 1.2 -0.6 2.1 -0.9273
N -7.235080 -6.157071 7.747483 -0.4 -0.9 0.0 -0.2514
C -6.748600 -4.930491 7.161373 -2.7 -1.2 -2.1 -0.4063
C -7.619320 -4.874291 5.843043 0.9 2.7 0.4 -0.4531
O -7.626300 -3.542211 5.274703 0.2 0.5 -0.5 -0.4081
C -6.462220 -2.733111 4.982853 -0.3 -1.7 0.5 -0.6323
H -9.539030 -6.836861 11.245203 0.4 0.4 0.2 0.3045
H -9.381600 -7.232351 9.544413 1.5 -0.2 -0.2 0.2970
H -10.552500 -6.282171 9.938963 -0.2 1.2 0.5 0.3318
H -6.927480 -5.979551 11.092543 -0.7 0.4 0.6 0.3377
H -6.995820 -4.415041 10.147543 0.7 -0.2 0.4 0.3479
H -6.792620 -7.336541 9.412943 -0.2 -0.4 -0.4 0.3783
H -5.656410 -6.157211 8.913683 0.3 0.2 0.7 0.4109
H -8.234870 -6.251031 7.855623 -0.3 0.6 -0.8 0.3124
H -5.720040 -5.099791 6.842793 0.2 0.5 0.5 0.3058
H -6.969610 -4.101191 7.833323 0.5 0.5 -0.4 0.2950
H -8.693080 -4.930991 6.021733 0.1 -0.6 0.5 0.2992
H -7.339710 -5.642671 5.122273 0.3 0.0 0.0 0.2499
H -5.540270 -3.187121 5.346143 0.1 -0.1 0.3 0.2819
H -6.596410 -1.778181 5.490983 0.0 0.1 -0.4 0.2292
H -6.325000 -2.682591 3.902703 -0.3 0.5 0.0 0.2964
C -0.023950 1.967499 -1.563357 -0.3 -0.1 1.5 -0.6203
O -0.622080 1.089899 -0.563127 -0.5 -0.6 -0.2 -0.4134
C -1.227430 1.634329 0.660463 -0.7 -0.6 -1.0 -0.5554
C -0.175960 2.264759 1.463913 1.5 1.0 1.2 -0.8009
N 0.965960 1.374339 1.885793 -1.1 0.9 -0.6 -0.3734
C 0.658740 0.281459 2.825753 -1.0 0.5 0.1 -0.5643
C 0.172960 0.787109 4.208083 -0.3 1.2 -1.0 -0.6837
O -1.258650 0.814129 4.207683 -0.7 -1.1 0.4 -0.2316
C -1.867760 1.063659 5.467573 0.0 0.4 -0.1 -0.7812
H -0.650830 2.850399 -1.688337 0.3 0.2 0.0 0.2666
H 0.140230 1.514839 -2.541227 -0.8 -0.7 0.2 0.2631
H 1.002400 2.178189 -1.262797 0.0 0.7 0.3 0.2548
H -1.758870 0.896249 1.261223 0.6 -1.1 -0.5 0.3018
H -2.096930 2.259019 0.455923 0.4 0.9 -0.5 0.3407
H -0.526230 2.831699 2.326453 -0.3 -0.1 0.0 0.3900
H 0.248000 2.995849 0.775543 0.5 0.3 0.3 0.4316
H 1.141430 1.029519 0.952843 0.9 -1.0 0.2 0.3197
H 1.526770 -0.374681 2.889813 0.1 0.2 0.2 0.4755
H -0.184380 -0.327201 2.498963 -0.1 -0.3 -0.3 0.3149
H 0.353930 1.858009 4.300343 1.3 0.0 0.3 0.3336
H 0.613130 0.200429 5.014413 -0.3 0.0 0.2 0.4923
H -1.924490 2.116959 5.742233 0.6 0.5 -0.2 0.2956
H -1.364680 0.565069 6.296083 0.0 -0.3 -0.1 0.2965
H -2.926440 0.806879 5.430713 0.2 -0.6 -0.2 0.2461
C 1.365940 0.092499 15.489133 -0.3 -0.1 -0.4 -0.7523
O 0.049780 -0.460891 15.552883 0.6 0.7 0.1 -0.2619
C -0.212400 -1.425891 16.523123 0.0 -1.5 0.0 -0.4783
C -1.357710 -2.300001 16.070353 -1.2 1.7 -0.1 -0.7084
N -2.529520 -1.420791 15.830463 0.5 -0.6 -0.2 -0.3086
C -3.699850 -2.234021 15.579553 -0.3 0.1 0.6 -0.7642
C -4.858880 -1.405481 15.016913 1.8 -1.5 1.5 -0.5345
O -4.370800 -0.875391 13.824263 -2.8 1.5 -0.9 -0.3052
C -5.388750 0.049629 13.267413 1.5 -0.1 0.0 -0.7635
H 1.344000 0.612829 14.531603 0.4 0.1 0.1 0.2325
H 2.176570 -0.635961 15.506853 -0.2 -0.6 -0.3 0.3065
H 1.684380 0.776609 16.275703 -0.8 0.3 0.3 0.2907
H -0.514940 -1.054031 17.502043 0.5 0.5 0.1 0.2708
H 0.611050 -2.138401 16.571733 0.6 0.2 0.5 0.3726
H -1.687990 -2.952721 16.878413 0.4 -0.3 0.1 0.3596
H -1.061420 -2.890711 15.203533 -0.1 -0.2 -0.3 0.3865
H -2.371090 -0.795831 15.053013 0.2 0.0 -0.2 0.2703
H -3.963750 -2.618701 16.564683 -0.5 -0.3 0.1 0.3810
H -3.488880 -3.108701 14.964303 0.0 -0.1 -0.5 0.4014
H -5.036410 -0.681001 15.811713 -0.4 0.7 -0.3 0.3470
H -5.717300 -2.073701 14.948343 -0.3 0.1 -0.5 0.3898
H -6.329700 -0.360191 12.900313 0.3 -0.9 -0.1 0.2878
H -4.860810 0.530859 12.444133 -0.3 0.1 0.0 0.2497
H -5.717990 0.789399 13.997093 0.5 0.1 0.3 0.3306
```
Positions in Å, forces in eV/Å.

Its highest occupied orbital energy is -0.3092 Ha. The frontier orbital gap is 8.795 eV. For the energy relative to the best compared isomer or geometry (same formula, charge and spin), the calculation gives 7.1103 eV. The largest force on an atom is 0.077 Eh/bohr.